w.
ORCA calculation (ωB97M-V/def2-TZVPD) on C2H5NO2S as an isolated structure.

The calculation puts the lowest unoccupied orbital energy (alpha / beta) at 0.0264 / -0.0558 hartree. The multiplicity is 3. The gap between HOMO and LUMO (alpha / beta) comes out at 6.94 / 9.21 eV.

Cartesian coordinates (Å):
S -0.69 -0.92 0.94
O 0.86 1.86 0.18
O -0.46 -2.00 -0.06
N 0.57 -0.99 2.04
C 0.03 1.08 -0.21
C -0.50 0.63 -1.49
H 0.59 -0.16 2.67
H 1.33 -0.96 1.30
H -0.33 1.38 -2.26
H -1.53 0.21 -1.34
H 0.13 -0.11 -1.76

---

x.
ORCA calculation (ωB97M-V/def2-TZVPD) on a 2-piece molecular cluster, C2H5NO2S overall.

The calculation puts the lowest unoccupied orbital energy (alpha / beta) at 0.0189 / -0.0757 hartree. The multiplicity is 3. The gap between HOMO and LUMO (alpha / beta) comes out at 5.11 / 8.16 eV.

Cartesian coordinates (Å):
S -0.14 -0.22 0.71
O 3.76 0.61 -1.15
O 4.15 -1.21 0.19
N -1.71 -0.08 -0.01
C 0.55 -1.10 -0.72
C 3.99 -0.31 -0.51
H -0.16 -1.35 -1.49
H 1.12 -0.39 -1.31
H -2.41 0.00 0.84
H -1.64 0.85 -0.57
H 1.16 -1.89 -0.43

---

It is x that is most stable; the runner-up trails by 0.311 eV.

---

w.
ORCA calculation (ωB97M-V/def2-TZVPD) on a 4-piece molecular cluster, C3H8S2 overall.

The calculation puts the lowest unoccupied orbital energy at -0.0502 hartree. The gap between HOMO and LUMO comes out at 7.13 eV.

Cartesian coordinates (Å):
S -0.67 -0.87 -0.64
S 2.52 -0.96 0.02
C -2.05 -0.57 0.26
C 0.19 0.67 -0.16
C 1.66 0.53 -0.36
H -0.14 0.84 1.02
H -0.20 1.57 -0.52
H -2.80 0.03 -1.04
H -1.79 0.85 1.59
H 1.74 0.73 -1.44
H 2.47 1.30 0.31
H -2.55 -2.19 1.28
H 1.61 -1.93 -0.34

---

x.
ORCA calculation (ωB97M-V/def2-TZVPD) on a single C3H8S2 molecule.

Its SMILES is CCCSS. The calculation puts the lowest unoccupied orbital energy at -0.0141 hartree. The gap between HOMO and LUMO comes out at 8.38 eV.

Cartesian coordinates (Å):
S -0.23 -0.84 2.30
S 0.33 0.48 0.43
C -0.13 -0.74 -0.76
C 0.35 1.36 -2.30
C -0.34 -0.01 -2.14
H -0.30 2.23 -2.38
H 0.49 -1.61 -0.95
H -0.90 0.25 2.73
H -1.08 -1.13 -0.36
H 0.23 -0.66 -2.82
H 1.07 1.57 -1.48
H -1.39 0.09 -2.40
H 0.96 1.41 -3.22

---

It is x that is most stable; the runner-up trails by 10.185 eV.